# C15H26NSm

A structure of composition C15H26NSm in a non-equilibrium geometry (wB97M-V/def2-TZVPD, the Open Molecules 2025 dataset).

Each line ends with the Löwdin charge.
Positions of all 43 atoms, in Å:
C  1.1601  -2.2771  -0.8426  -0.11
H  1.6607  -2.8267  -0.0321  0.10
H  0.9242  -3.0074  -1.6361  0.11
H  0.1772  -1.9119  -0.4964  0.02
C  2.1137  -1.2286  -1.4274  -0.34
H  1.6077  -0.2646  -1.6545  0.06
H  2.9080  -0.9832  -0.7053  0.11
C  2.7568  -1.7676  -2.7229  -0.07
H  3.4813  -1.0808  -3.1747  0.09
H  3.2756  -2.7125  -2.5240  0.10
H  1.9716  -1.9526  -3.4632  0.09
C  -1.4151  1.9205  0.4454  -0.35
C  -0.7452  1.9366  -0.8302  -0.33
C  -0.9551  0.6519  -1.4532  -0.33
C  -1.7414  -0.1604  -0.5564  -0.34
C  -2.0351  0.6291  0.6125  -0.33
C  -2.7746  0.1471  1.8163  0.00
C  -2.3711  -1.4698  -0.9044  -0.01
C  -0.6641  0.3027  -2.8796  -0.01
C  0.0900  3.0499  -1.3778  0.00
C  -1.2883  2.9610  1.5074  0.00
Sm  0.2998  0.3383  0.5704  1.84
H  -2.5922  -2.0639  -0.0098  0.09
H  -3.3247  -1.2912  -1.4266  0.12
H  -1.7497  -2.0709  -1.5798  0.08
H  -2.8640  -0.9448  1.8108  0.09
H  -2.2817  0.4464  2.7517  0.09
H  -3.7959  0.5488  1.8613  0.12
H  -0.3399  3.5095  1.4025  0.09
H  -2.1024  3.6992  1.4462  0.12
H  -1.3259  2.5058  2.5096  0.09
H  0.6616  2.7126  -2.2525  0.09
H  -0.5411  3.8954  -1.6968  0.12
H  0.7938  3.4330  -0.6205  0.09
H  -0.4468  -0.7689  -3.0118  0.09
H  -1.5489  0.5359  -3.4988  0.12
H  0.1753  0.8856  -3.2835  0.09
C  2.3355  -1.0391  4.9818  0.00
C  1.7788  -0.5921  3.7208  -0.15
N  1.3060  -0.2402  2.7122  0.02
H  1.5904  -1.6553  5.5121  0.12
H  2.5916  -0.1634  5.5994  0.12
H  3.2434  -1.6367  4.8004  0.12

The total charge is +2. The multiplicity is 6. The highest occupied orbital energy (alpha / beta) comes out at -15.704 / -15.645 eV. As for the frontier orbital gap (alpha / beta): 7.8 / 8.7 eV.

---

# C25H53HoIN9O2Si3

A structure of composition C25H53HoIN9O2Si3 in a non-equilibrium geometry (wB97M-V/def2-TZVPD, the Open Molecules 2025 dataset).

Each line ends with the Löwdin charge.
Positions of all 94 atoms, in Å:
Ho  -0.2243  0.0718  -0.1213  1.57
C  0.8636  3.3643  -0.7373  -0.19
Si  -0.6211  3.4525  0.4932  0.42
C  -0.4499  5.1606  1.3176  -0.16
C  -2.2129  3.5261  -0.5775  -0.17
C  -0.5883  1.8576  1.5587  -0.60
Si  0.6076  2.0827  3.0274  0.43
C  2.3249  2.5665  2.3176  -0.17
C  0.0970  3.3100  4.3945  -0.16
C  0.8628  0.4753  4.0708  -0.19
Si  -2.3176  1.4399  2.2236  0.48
C  -3.3187  2.8989  2.9250  -0.15
C  -2.3851  -0.0251  3.4606  -0.15
C  -3.3710  0.6378  0.8152  -0.32
C  -4.7543  0.7969  0.7895  -0.05
C  -5.5434  -0.0103  -0.0078  -0.02
C  -4.9187  -1.0025  -0.7481  -0.03
C  -3.5384  -1.0713  -0.7168  -0.14
N  -2.7639  -0.2639  0.0186  -0.04
H  0.6046  3.7808  -1.7041  0.03
H  1.2182  2.3398  -0.8745  -0.04
H  1.6916  3.9522  -0.3607  0.04
H  -0.5236  5.9447  0.5716  0.04
H  0.5090  5.2799  1.8082  0.02
H  -1.2245  5.3426  2.0523  0.03
H  -2.0052  3.8787  -1.5814  0.03
H  -2.9123  4.2336  -0.1460  0.04
H  -2.7311  2.5731  -0.6372  -0.01
H  2.4130  3.6458  2.2795  0.03
H  2.4774  2.1987  1.3052  0.01
H  3.1460  2.2132  2.9330  0.03
H  -0.0733  4.3118  4.0178  0.02
H  0.8635  3.3791  5.1630  0.04
H  -0.8169  2.9797  4.8818  0.02
H  0.5211  -0.4195  3.5666  -0.01
H  0.2959  0.5596  4.9913  0.02
H  1.9023  0.3472  4.3597  0.03
H  -2.6849  3.5280  3.5376  0.02
H  -4.1486  2.5785  3.5467  0.04
H  -3.7182  3.5251  2.1351  0.03
H  -1.9703  0.2426  4.4247  0.02
H  -1.8445  -0.8881  3.0804  0.01
H  -3.4135  -0.3348  3.6247  0.04
H  -5.2082  1.5557  1.4035  0.11
H  -6.6167  0.1065  -0.0368  0.12
H  -5.4910  -1.7016  -1.3358  0.12
H  -3.0233  -1.8311  -1.2953  0.10
N  -1.1629  1.0100  -2.4912  -0.02
C  -1.5971  -0.0171  -3.4587  -0.23
C  -0.5309  -1.1052  -3.5601  -0.23
N  -0.2616  -1.6790  -2.2273  -0.05
H  -1.9442  1.6480  -2.3364  0.07
H  -0.4457  1.5721  -2.9499  0.08
H  -1.7687  0.3930  -4.4600  0.13
H  -2.5350  -0.4489  -3.1068  0.10
H  0.3943  -0.6572  -3.9332  0.11
H  -0.8588  -1.8644  -4.2782  0.13
H  0.5333  -2.3116  -2.3196  0.08
H  -1.0510  -2.2717  -1.9597  0.08
N  2.1896  -0.6693  1.1313  0.03
C  2.0701  -2.0704  1.5935  -0.28
C  2.9825  -2.3528  2.7896  -0.14
C  2.9471  -3.8101  3.2834  -0.15
C  2.8117  -3.8626  4.8050  -0.16
N  1.5630  -3.2172  5.1552  0.08
C  1.2598  -2.6336  6.2935  -0.43
N  2.0807  -2.6639  7.3492  0.22
N  0.1091  -1.9590  6.3753  0.21
C  0.5358  -2.2587  1.8477  -0.60
O  0.1197  -2.6930  2.9208  0.03
O  -0.1752  -1.8987  0.8710  -0.17
H  3.1580  -0.4899  0.8640  0.10
H  2.0278  -0.0720  1.9473  0.04
H  2.3346  -2.7509  0.7705  0.15
H  2.6785  -1.6902  3.6015  0.10
H  4.0065  -2.0866  2.5151  0.13
H  3.8536  -4.3394  2.9893  0.12
H  2.0974  -4.3315  2.8411  0.12
H  3.6567  -3.3399  5.2647  0.13
H  2.8086  -4.9033  5.1443  0.14
H  0.9213  -3.0968  4.3499  0.10
H  2.9129  -3.2251  7.3366  0.12
H  1.8281  -2.2267  8.2168  0.13
H  -0.5149  -1.9520  5.5842  0.12
H  -0.2182  -1.5833  7.2486  0.13
I  4.5462  1.0800  -5.1019  0.91
C  3.5047  0.3069  -3.4631  -0.74
C  3.7292  -0.8929  -2.8195  -0.12
N  2.8227  -0.9719  -1.8310  -0.02
N  2.0232  0.1065  -1.7865  -0.06
C  2.4297  0.8896  -2.7799  -0.21
H  4.4592  -1.6527  -3.0136  0.13
H  2.7224  -1.7061  -1.1467  0.13
H  1.9783  1.8416  -2.9764  0.10

The total charge is +2. The multiplicity is 5. The highest occupied orbital energy (alpha / beta) comes out at -13.010 / -12.964 eV. As for the frontier orbital gap (alpha / beta): 8.7 / 8.7 eV. As for the energy relative to the best compared isomer or geometry (same formula, charge and spin): 0.0000 eV.

---

# C6H12O

The molecule C6H12O (wB97M-V/def2-TZVPD, the Open Molecules 2025 dataset).

Each line ends with the Löwdin charge.
Positions of all 19 atoms, in Å:
C  2.0154  -0.3836  0.7602  -0.11
C  1.2655  0.9462  0.6780  -0.25
C  0.1724  0.9976  -0.4044  -0.19
C  -1.1806  0.4458  -0.0071  -0.24
C  -2.1088  -0.0630  -1.0854  -0.06
C  -1.5252  -1.0192  -0.1012  -0.34
O  -0.6004  -1.9313  -0.6114  -0.01
H  1.3996  -1.1887  1.1805  0.06
H  2.3494  -0.6907  -0.2359  0.08
H  2.8995  -0.2986  1.4022  0.07
H  1.9951  1.7380  0.4661  0.10
H  0.8362  1.1891  1.6606  0.11
H  0.5142  0.4642  -1.3008  0.11
H  0.0230  2.0426  -0.7083  0.11
H  -1.6565  0.9807  0.8150  0.14
H  -1.6893  -0.1230  -2.0870  0.11
H  -3.1678  0.1739  -1.0496  0.10
H  -2.1895  -1.4233  0.6649  0.14
H  0.0640  -2.0899  0.0727  0.07

As for the SMILES: CCC[C@H]1C[C@H]1O. The highest occupied orbital energy comes out at -9.582 eV. As for the frontier orbital gap: 10.6 eV. As for the energy relative to the best compared isomer or geometry (same formula, charge and spin): 1.2380 eV.

---

Number 1: electronic energy -35355.49639 eV. Number 2: electronic energy -101818.74852 eV. Number 3: electronic energy -8463.11594 eV.